Entry 1:
{
  "formula": "C16H12N3O13V",
  "method": "ωB97M-V/def2-TZVPD",
  "elements": ["V", "O", "C", "O", "C", "O", "C", "C", "O", "O", "H", "H", "H", "H", "H", "O", "C", "O", "C", "C", "C", "C", "C", "C", "O", "N", "O", "O", "N", "O", "O", "H", "H", "O", "N", "C", "C", "C", "C", "C", "H", "H", "H", "H", "H"],
  "coordinates": [[0.322, 1.569, -0.345], [-2.380, 3.129, 2.411], [-1.364, 2.784, 1.680], [-1.457, 2.353, 0.533], [-0.016, 2.913, 2.341], [0.977, 2.897, 1.320], [1.401, 4.193, 0.838], [1.073, 4.321, -0.643], [1.232, 5.330, -1.251], [0.616, 3.173, -1.149], [-3.218, 2.956, 1.948], [0.118, 2.031, 2.972], [0.046, 3.811, 2.952], [2.480, 4.265, 0.969], [0.920, 4.995, 1.394], [-1.119, -0.242, 2.639], [-0.741, -0.282, 1.498], [0.358, 0.350, 1.074], [-1.422, -1.070, 0.426], [-2.172, -2.186, 0.768], [-2.742, -2.945, -0.232], [-2.587, -2.636, -1.571], [-1.834, -1.530, -1.896], [-1.274, -0.711, -0.916], [-0.661, 0.433, -1.270], [-1.594, -1.245, -3.319], [-2.524, -1.377, -4.075], [-0.459, -0.932, -3.627], [-3.534, -4.138, 0.133], [-3.657, -4.373, 1.314], [-3.996, -4.788, -0.777], [-2.305, -2.455, 1.807], [-3.040, -3.247, -2.339], [2.040, 1.012, -0.956], [2.455, -0.244, -0.689], [3.183, -0.470, 0.413], [3.644, -1.741, 0.669], [3.342, -2.765, -0.218], [2.583, -2.490, -1.346], [2.143, -1.205, -1.571], [3.358, 0.392, 1.038], [4.233, -1.917, 1.557], [3.697, -3.769, -0.031], [2.333, -3.260, -2.062], [1.541, -0.890, -2.414]],
  "gap_ev": [7.82, 8.52],
  "largest_force_ha_per_bohr": 0.0021,
  "e_homo_ha": [-0.4814, -0.4846],
  "energy_ev": -73551.936,
  "e_above_lowest_kcal_mol": 0.0,
  "multiplicity": 2,
  "s2": 0.758,
  "charge": 1
}

=====

Entry 2:
{
  "formula": "C16H12N4O6S",
  "method": "ωB97M-V/def2-TZVPD",
  "elements": ["O", "C", "O", "H", "C", "H", "H", "C", "C", "O", "N", "C", "N", "N", "C", "C", "C", "C", "C", "C", "C", "C", "C", "C", "C", "N", "O", "O", "H", "H", "H", "H", "O", "H", "H", "H", "S", "H", "H"],
  "coordinates": [[5.710, -1.683, -0.015], [6.219, -1.204, -1.122], [6.767, -1.814, -2.133], [6.688, -2.881, -1.905], [6.073, 0.105, -1.594], [5.651, 0.336, -2.417], [6.987, 0.518, -1.201], [5.157, 1.075, -0.575], [5.590, 0.814, 0.884], [6.803, 0.951, 1.354], [4.563, 0.532, 1.768], [3.299, 0.165, 1.068], [2.490, -0.668, 1.689], [1.319, -0.791, 1.411], [0.319, -0.105, 0.986], [-1.024, -0.642, 0.884], [-1.379, -2.066, 0.683], [-2.798, -1.862, 0.336], [-2.954, -0.354, 0.107], [-4.267, 0.365, -0.040], [-4.089, 1.679, -0.511], [-5.211, 2.639, -0.504], [-6.405, 2.192, -0.567], [-6.690, 0.794, -0.186], [-5.570, 0.035, -0.394], [-5.877, -1.482, 0.053], [-6.888, -1.878, 0.805], [-5.337, -2.214, -0.575], [-7.711, 0.315, -0.208], [-7.194, 2.707, -0.726], [-4.883, 3.694, -0.918], [-3.064, 2.034, -0.557], [-1.914, 0.297, 0.496], [-3.436, -2.756, 0.021], [-0.874, -2.858, 0.793], [0.460, 1.201, 1.201], [3.449, 0.592, -0.711], [4.789, 0.047, 2.964], [5.234, 2.169, -0.646]],
  "gap_ev": 6.98,
  "largest_force_ha_per_bohr": 0.2673,
  "e_homo_ha": -0.2806,
  "energy_ev": -45851.799,
  "charge": 0
}

=====

Entry 3:
{
  "formula": "C16H13Au2Cl2O3P",
  "method": "ωB97M-V/def2-TZVPD",
  "elements": ["Au", "Au", "Cl", "Cl", "C", "C", "C", "O", "O", "O", "C", "P", "C", "C", "C", "C", "C", "C", "C", "C", "C", "C", "C", "C", "H", "H", "H", "H", "H", "H", "H", "H", "H", "H", "H", "H", "H"],
  "coordinates": [[2.146, -1.549, -3.272], [-0.505, -0.553, 0.105], [2.610, -1.866, -1.221], [-0.619, -2.448, -1.693], [-1.551, 0.999, 0.035], [3.385, -0.086, -3.945], [0.963, -0.966, -4.964], [-2.491, 1.697, 0.135], [4.340, 0.600, -4.144], [0.418, -0.709, -5.974], [0.775, -2.768, 2.278], [0.135, -1.106, 2.140], [-1.573, -1.274, 2.734], [-2.500, -1.989, 1.960], [-3.873, -1.939, 2.248], [-4.271, -1.145, 3.334], [-3.368, -0.408, 4.099], [-1.999, -0.452, 3.805], [1.109, 0.017, 3.116], [2.169, -0.480, 3.904], [3.027, 0.400, 4.524], [2.885, 1.784, 4.349], [1.854, 2.298, 3.520], [0.993, 1.399, 2.916], [0.226, -3.455, 1.619], [0.710, -3.119, 3.319], [1.832, -2.766, 1.972], [-2.136, -2.535, 1.071], [-4.579, -2.532, 1.645], [-5.345, -1.132, 3.587], [-3.709, 0.176, 4.980], [-1.260, 0.103, 4.389], [2.253, -1.561, 4.042], [3.801, 0.008, 5.208], [3.557, 2.471, 4.830], [1.742, 3.369, 3.367], [0.219, 1.732, 2.213]],
  "gap_ev": [9.01, 4.99],
  "largest_force_ha_per_bohr": 0.1946,
  "e_homo_ha": [-0.8005, -0.8024],
  "energy_ev": -64612.010,
  "e_above_lowest_kcal_mol": 15.6,
  "multiplicity": 5,
  "s2": 6.049,
  "charge": 4
}

=====

Entry 4:
{
  "formula": "C16H13BrFILiN4O2S",
  "method": "ωB97M-V/def2-TZVPD",
  "elements": ["Li", "N", "C", "C", "C", "C", "C", "C", "S", "O", "O", "N", "C", "N", "C", "C", "C", "N", "H", "H", "H", "H", "H", "H", "H", "H", "H", "F", "Br", "C", "C", "C", "C", "C", "C", "I", "H", "H", "H", "H"],
  "coordinates": [[1.887, -1.997, -2.013], [3.724, 0.480, 5.263], [2.967, -0.119, 4.245], [3.600, -0.802, 3.207], [2.854, -1.423, 2.220], [1.469, -1.366, 2.264], [0.828, -0.695, 3.291], [1.573, -0.078, 4.283], [0.531, -2.158, 0.990], [0.937, -3.542, 0.988], [-0.859, -1.867, 1.241], [1.048, -1.534, -0.396], [0.893, -0.221, -0.692], [0.550, 0.701, 0.238], [0.487, 1.960, -0.161], [0.747, 2.369, -1.461], [1.069, 1.353, -2.348], [1.132, 0.082, -1.997], [4.665, 0.719, 5.002], [3.257, 1.225, 5.751], [4.684, -0.841, 3.178], [3.341, -1.947, 1.406], [-0.254, -0.652, 3.283], [1.077, 0.450, 5.091], [0.216, 2.684, 0.604], [0.700, 3.405, -1.764], [1.266, 1.563, -3.396], [3.177, -2.338, -2.913], [-5.240, -2.525, -2.937], [-4.482, -0.791, -2.948], [-5.353, 0.280, -3.101], [-4.865, 1.577, -3.120], [-3.503, 1.799, -2.982], [-2.637, 0.730, -2.831], [-3.111, -0.577, -2.814], [-1.728, -2.106, -2.533], [-6.412, 0.087, -3.205], [-5.551, 2.406, -3.238], [-3.108, 2.807, -2.986], [-1.574, 0.902, -2.710]],
  "gap_ev": 7.87,
  "largest_force_ha_per_bohr": 0.0130,
  "e_homo_ha": -0.2021,
  "energy_ev": -118763.551,
  "e_above_lowest_kcal_mol": 4.8,
  "charge": -1
}

=====

Entry 5:
{
  "formula": "C16H13BrHfIN7S",
  "method": "ωB97M-V/def2-TZVPD",
  "elements": ["Hf", "C", "C", "N", "N", "C", "N", "S", "C", "C", "C", "C", "C", "N", "H", "H", "H", "H", "H", "H", "H", "H", "H", "Br", "C", "C", "C", "C", "C", "C", "I", "H", "H", "H", "H", "N", "C", "N", "C", "N"],
  "coordinates": [[0.652, -0.648, 0.082], [-0.714, -4.647, 1.552], [-0.315, -3.205, 1.426], [0.375, -2.746, 0.304], [0.541, -3.653, -0.709], [0.783, -3.134, -1.898], [1.034, -3.997, -2.920], [0.521, -1.413, -2.298], [-0.469, -2.199, 2.398], [-1.069, -2.423, 3.695], [-1.148, -1.366, 4.617], [-0.722, -0.078, 4.165], [-0.165, 0.107, 2.908], [-0.066, -0.945, 2.096], [-0.430, -5.220, 0.620], [-1.766, -4.811, 1.798], [-0.219, -5.043, 2.454], [1.332, -4.920, -2.668], [1.237, -3.590, -3.836], [-1.512, -3.404, 3.852], [-1.519, -1.559, 5.639], [-0.753, 0.777, 4.852], [0.220, 1.106, 2.627], [-0.747, 5.593, 0.097], [-1.331, 4.965, -1.644], [-1.921, 5.909, -2.495], [-2.309, 5.499, -3.766], [-2.070, 4.231, -4.221], [-1.438, 3.302, -3.419], [-1.119, 3.697, -2.160], [-0.234, 2.021, -0.792], [-2.112, 6.946, -2.157], [-2.799, 6.166, -4.501], [-2.346, 4.051, -5.241], [-1.131, 2.329, -3.697], [2.540, -0.073, 0.573], [3.604, 0.447, 0.734], [4.688, 1.064, 0.935], [5.886, 0.578, 0.576], [7.013, 0.288, 0.423]],
  "gap_ev": 6.29,
  "largest_force_ha_per_bohr": 0.0961,
  "e_homo_ha": -0.5430,
  "energy_ev": -117502.709,
  "e_above_lowest_kcal_mol": 5.0,
  "charge": 2
}

=====

Entry 6:
{
  "formula": "C16H13CuN2O2S4",
  "method": "ωB97M-V/def2-TZVPD",
  "elements": ["Cu", "O", "C", "C", "C", "C", "C", "C", "C", "O", "N", "N", "C", "S", "C", "C", "S", "H", "H", "H", "H", "H", "H", "H", "H", "H", "S", "C", "C", "C", "C", "C", "C", "S", "H", "H", "H", "H"],
  "coordinates": [[0.873, -0.708, -0.080], [-2.731, 3.336, -0.861], [-1.893, 3.383, -1.906], [-2.097, 4.383, -2.860], [-1.265, 4.490, -3.957], [-0.206, 3.603, -4.130], [0.002, 2.612, -3.189], [-0.826, 2.481, -2.075], [-0.534, 1.382, -1.114], [0.483, 0.653, -1.329], [-1.361, 1.244, -0.096], [-1.021, 0.193, 0.739], [-1.831, 0.037, 1.709], [-3.253, 1.095, 1.863], [-3.773, 0.421, 3.464], [-3.410, -1.045, 3.484], [-1.678, -1.187, 2.953], [-2.431, 2.573, -0.299], [-2.923, 5.067, -2.710], [-1.442, 5.273, -4.685], [0.448, 3.686, -4.989], [0.816, 1.906, -3.288], [-4.846, 0.585, 3.559], [-3.250, 0.959, 4.254], [-4.035, -1.624, 2.805], [-3.458, -1.472, 4.486], [1.171, -2.224, 1.450], [2.677, -3.017, 1.018], [3.160, -4.045, 1.833], [4.341, -4.702, 1.531], [5.059, -4.335, 0.398], [4.590, -3.318, -0.416], [3.399, -2.644, -0.123], [2.837, -1.360, -1.175], [2.584, -4.317, 2.711], [4.698, -5.497, 2.176], [5.985, -4.842, 0.150], [5.142, -3.024, -1.301]],
  "gap_ev": [6.27, 6.19],
  "largest_force_ha_per_bohr": 0.0158,
  "e_homo_ha": [-0.1487, -0.1460],
  "energy_ev": -111862.579,
  "e_above_lowest_kcal_mol": 0.0,
  "multiplicity": 2,
  "s2": 0.756,
  "charge": -1
}